1.
{"formula": "C56H54AsHfN4O2S3Se", "method": "ωB97M-V/def2-TZVPD", "charge": 1, "homo_ev": -8.516, "e_above_lowest_ev": 1.126, "gap_ev": 5.7, "max_force_ev_per_a": 2.21, "e_tot_ev": -228999.91579, "symbols": ["H", "C", "C", "C", "C", "O", "C", "H", "C", "H", "H", "H", "H", "C", "H", "Se", "C", "H", "H", "C", "C", "H", "H", "C", "C", "C", "C", "H", "C", "O", "C", "H", "C", "C", "H", "C", "C", "C", "C", "N", "C", "H", "C", "H", "C", "H", "C", "C", "H", "H", "H", "C", "H", "H", "H", "H", "S", "H", "H", "C", "C", "H", "H", "H", "H", "H", "H", "C", "H", "C", "N", "C", "H", "H", "N", "C", "H", "H", "H", "C", "C", "H", "C", "S", "H", "H", "C", "C", "C", "H", "C", "C", "C", "H", "C", "N", "H", "C", "H", "C", "C", "C", "C", "H", "C", "H", "C", "C", "As", "S", "H", "H", "H", "H", "C", "Hf", "C", "H", "C", "H", "H", "C"], "xyz": [[-0.599463, -5.307563, -1.224484], [-0.399470, 1.291346, 4.037801], [-2.423165, -0.074670, 4.680590], [1.000089, 4.182486, -1.038460], [4.699921, -1.183328, -1.925092], [0.861009, 2.275315, 1.434095], [2.143740, -2.132701, -1.346010], [-3.362236, -1.778061, -4.486517], [4.031627, -1.995660, -2.828993], [-0.217911, 1.910382, 4.923575], [1.686188, 1.873828, 1.143372], [-5.097964, -7.329552, -1.456869], [-1.337121, 3.673026, 4.343513], [-0.264893, -1.127288, 4.689199], [-4.829633, -4.987770, -0.706290], [-0.799458, -0.803258, 1.133736], [-1.588772, -5.750613, -1.274514], [0.132594, 6.826609, 0.860686], [-0.888771, 5.011796, -0.412530], [3.536388, -2.751713, 3.119364], [3.922048, 0.071476, 1.516419], [4.253053, -1.966758, 3.330992], [3.007376, 3.595673, -1.515733], [-2.803884, -2.678172, -2.614780], [-3.366106, -0.193863, -1.605838], [-1.052074, -0.004347, 4.466631], [-0.957448, 3.529247, -2.837296], [0.564853, 1.057174, 3.582217], [-2.205030, -2.369428, 5.363403], [-0.389152, 1.884632, -0.836775], [-2.997829, -7.633234, -1.769869], [3.134778, 7.017076, 2.170722], [2.770926, 7.380983, 1.207585], [0.374986, 0.093909, -4.661359], [-3.349774, 1.617207, -3.436049], [2.752667, -5.001031, 3.462051], [4.095533, -0.845791, -0.718676], [6.322288, 1.435940, 1.353010], [5.888362, 0.685579, 0.270115], [-1.200226, 2.037346, 3.072868], [4.685052, -0.008845, 0.341317], [2.038986, 8.162550, 1.404016], [3.656184, -3.987098, 3.742583], [-0.708555, 0.621069, -7.822879], [-0.737255, 0.518362, -6.745810], [2.858010, -5.965844, 3.941076], [1.709137, -4.776991, 2.574360], [-2.698011, -5.000050, -0.904282], [1.143314, -2.486310, -1.118848], [4.032272, 5.438865, -0.241434], [-1.362237, 2.773635, -3.508141], [-1.735983, -7.063725, -1.701160], [-0.864404, -7.643782, -1.976642], [-4.147838, 0.640251, -4.661539], [-4.064356, -1.298516, 5.306831], [3.744039, 0.904373, 3.487090], [-3.171916, -0.965071, 0.949293], [4.459739, -4.151487, 4.448760], [5.693441, -0.822674, -2.160675], [2.953570, 5.346694, -0.273036], [-1.578425, 3.239161, 3.372857], [-2.655049, -3.285933, 5.721970], [-1.737212, 3.884268, -2.167148], [4.508380, -2.262676, -3.763157], [0.734331, -3.344497, 1.311708], [5.920206, 2.089064, 3.357490], [-2.814829, 5.939791, 3.374556], [2.754886, -2.465907, -2.546718], [2.241075, -3.096516, -3.260979], [0.771724, 6.119742, 0.345218], [-3.488754, -0.378165, -2.962069], [2.159779, 6.264138, 0.411898], [-0.215913, -3.179175, 5.295024], [-3.044976, 0.794124, 4.495851], [-2.598473, 3.442841, 1.207218], [-2.997550, -1.256116, 5.128522], [-4.029280, 6.404513, 1.006095], [3.616745, 7.823399, 0.682790], [-2.927901, -3.700424, -2.969013], [0.424864, 0.238388, -6.041386], [2.816151, -1.337397, -0.431966], [-0.866338, 0.103769, -2.910845], [1.572687, -3.537102, 1.970896], [-3.415262, 1.462707, -1.002306], [-3.720347, 4.153306, -0.446746], [1.275715, -0.141850, -4.106232], [-2.001147, 0.516986, -4.689161], [-1.942892, 0.655050, -6.071651], [-2.318299, 4.000835, 2.445427], [6.490782, 0.640700, -0.628645], [2.381058, 4.311625, -0.995279], [-3.314777, 0.661273, -3.952678], [-3.497588, 5.514542, 1.299354], [1.363713, 0.120806, -6.566673], [-2.538086, -3.594572, -0.390458], [-3.229219, -2.613433, -1.231563], [0.991813, -5.559916, 2.362690], [-0.830212, 0.237852, -3.988739], [0.801719, -1.077269, 4.498807], [4.347834, 0.845577, 2.587237], [-0.837748, -2.307455, 5.133898], [-4.111976, -6.885033, -1.412186], [-3.962480, -5.576075, -0.983488], [-1.744122, -2.390611, -2.725493], [-2.860821, 5.281575, 2.520431], [-3.115432, -8.655986, -2.103230], [5.562132, 1.514737, 2.512917], [0.189849, 5.093506, -0.377910], [2.192724, -0.817400, 1.332549], [0.342628, 2.736432, -1.877231], [1.097250, 3.008759, 2.013378], [-2.853608, 0.861404, -6.622427], [7.265387, 1.963859, 1.294516], [-2.963322, -3.536710, 0.609953], [-3.324342, 4.367108, 0.535381], [-1.676335, 1.515281, 0.885148], [2.496534, -2.526181, 2.227050], [-0.515270, 4.345487, -3.406667], [-3.289185, -1.266580, -0.752220], [-1.466055, -3.359495, -0.310776], [-4.708568, -2.035913, -3.353778], [-3.659406, -1.735848, -3.438697]], "forces_ev_per_a": [[-0.01, 0.01, 0.02], [-0.07, -0.40, 0.09], [0.08, -0.01, -0.03], [-0.06, -0.34, -0.07], [0.00, 0.05, -0.01], [-0.29, 0.31, 0.14], [-0.12, 0.05, 0.09], [0.01, 0.00, 0.00], [0.01, 0.04, -0.04], [0.01, 0.08, -0.07], [0.08, -0.15, -0.10], [0.00, 0.01, -0.02], [0.02, -0.02, 0.00], [-0.02, 0.08, 0.00], [0.00, -0.01, 0.01], [-0.38, -1.36, 0.41], [-0.04, 0.02, 0.04], [0.01, 0.01, -0.01], [-0.05, -0.02, 0.07], [-0.01, 0.13, -0.02], [-0.21, 0.12, -0.06], [0.02, -0.03, 0.00], [0.01, 0.01, 0.02], [-0.06, 0.10, -0.06], [-0.03, -0.27, 0.06], [-0.02, 0.12, 0.07], [0.01, -0.21, 0.06], [-0.02, 0.03, -0.02], [-0.05, -0.06, -0.02], [-0.08, 0.24, 0.24], [0.03, 0.00, -0.03], [0.01, -0.01, -0.01], [0.00, 0.01, 0.02], [0.04, 0.01, 0.05], [-0.09, 0.08, -0.04], [0.01, -0.05, 0.05], [-0.12, -0.04, -0.06], [0.05, 0.02, 0.00], [-0.01, -0.04, -0.06], [-0.49, 0.31, 0.08], [-0.01, 0.01, 0.21], [0.02, 0.01, 0.00], [0.02, 0.02, 0.00], [0.01, 0.00, 0.00], [0.04, 0.03, -0.02], [-0.01, 0.01, 0.00], [-0.02, 0.01, 0.00], [0.01, -0.04, 0.01], [0.01, -0.04, -0.05], [0.00, 0.02, -0.01], [0.04, 0.01, 0.03], [0.01, -0.06, -0.02], [0.00, 0.01, -0.01], [0.03, -0.01, 0.00], [0.01, -0.03, -0.02], [0.04, 0.04, 0.01], [1.34, 0.49, 0.13], [0.01, -0.03, -0.02], [0.00, -0.01, 0.00], [0.01, 0.05, 0.00], [0.00, -0.20, 0.31], [0.01, -0.01, -0.02], [0.02, 0.04, 0.04], [0.00, -0.01, 0.01], [-0.01, -0.08, -0.03], [-0.02, 0.02, -0.01], [0.02, 0.01, -0.03], [0.00, -0.02, -0.01], [-0.01, 0.00, 0.00], [0.01, -0.01, -0.03], [-0.23, 0.18, 0.25], [-0.09, -0.04, -0.03], [-0.01, 0.01, 0.00], [-0.03, -0.01, 0.03], [-0.03, 0.38, 0.50], [-0.04, 0.05, 0.02], [-0.05, -0.04, -0.01], [0.01, -0.01, 0.00], [0.03, 0.01, -0.02], [-0.01, 0.01, -0.04], [0.04, 0.00, -0.10], [-0.03, 0.00, 0.00], [0.00, 0.08, 0.02], [-0.04, 0.29, 0.18], [0.04, 0.00, 0.00], [0.00, 0.01, 0.01], [-0.03, 0.02, -0.16], [-0.02, 0.01, 0.08], [-0.19, 0.67, -0.21], [0.01, 0.01, 0.01], [0.05, -0.23, -0.03], [0.11, -0.11, 0.06], [-0.02, -0.06, -0.25], [0.00, 0.00, 0.00], [0.01, 0.19, -0.06], [-0.17, -0.14, 0.15], [0.02, 0.00, 0.00], [0.04, -0.12, 0.05], [0.02, -0.04, 0.00], [-0.05, -0.12, 0.02], [0.05, -0.02, 0.01], [-0.04, 0.01, 0.01], [-0.01, 0.00, 0.01], [0.01, -0.04, -0.03], [0.21, -0.24, 0.29], [0.01, 0.00, 0.01], [0.02, 0.00, 0.04], [-0.15, 0.00, 0.07], [0.70, -0.16, -0.08], [-0.17, 0.48, 0.16], [0.02, 0.00, -0.02], [0.01, -0.01, -0.02], [0.00, -0.01, -0.01], [0.06, 0.00, 0.06], [-0.16, 0.21, -0.04], [0.36, -0.45, -2.13], [-0.17, 0.04, 0.06], [0.08, -0.03, 0.04], [0.01, 0.28, -0.16], [0.03, -0.03, 0.02], [0.01, -0.02, -0.08], [-0.02, -0.09, 0.08]]}

=====

2.
{"formula": "C4H7OP", "method": "ωB97M-V/def2-TZVPD", "charge": 0, "homo_ev": [-7.847, -8.297], "e_above_lowest_ev": 5.203, "gap_ev": [8.3, 8.0], "max_force_ev_per_a": 0.94, "e_tot_ev": -15592.23393, "symbols": ["H", "C", "H", "H", "O", "H", "C", "H", "C", "H", "P", "C", "H"], "xyz": [[-1.676786, -0.140794, -0.838088], [-2.523016, 1.452184, 0.421874], [-2.963738, 2.028292, -0.391549], [2.660678, -0.785173, -1.693358], [1.993441, -2.466689, -0.576160], [4.030401, -2.354895, -0.003397], [2.325180, -1.153541, -0.739574], [-3.304790, 0.826715, 0.849744], [-1.403950, 0.606872, -0.099070], [2.815739, -1.845974, 1.278646], [0.164691, 0.825477, 0.400581], [3.047459, -1.952505, 0.226286], [-2.168723, 2.142864, 1.185673]], "forces_ev_per_a": [[0.04, -0.08, -0.03], [-0.03, 0.05, 0.03], [-0.10, 0.05, -0.03], [-0.07, 0.18, -0.29], [-0.63, -0.35, -0.58], [-0.04, 0.02, 0.00], [-0.37, 0.08, 0.33], [-0.11, -0.03, 0.04], [0.68, 0.00, 0.06], [-0.01, -0.01, 0.05], [0.11, -0.35, -0.22], [0.59, 0.39, 0.62], [-0.06, 0.04, 0.02]]}